{
  "formula": "C31H17Cl88N3OP",
  "method": "ωB97M-V/def2-TZVPD",
  "homo_ev": -4.77,
  "charge": -1,
  "elements": ["C", "C", "O", "N", "C", "P", "C", "N", "C", "C", "C", "C", "C", "N", "H", "H", "H", "H", "H", "H", "H", "H", "H", "H", "H", "H", "H", "H", "H", "H", "H", "C", "Cl", "Cl", "Cl", "Cl", "C", "Cl", "Cl", "Cl", "Cl", "C", "Cl", "Cl", "Cl", "Cl", "C", "Cl", "Cl", "Cl", "Cl", "C", "Cl", "Cl", "Cl", "Cl", "C", "Cl", "Cl", "Cl", "Cl", "C", "Cl", "Cl", "Cl", "Cl", "C", "Cl", "Cl", "Cl", "Cl", "C", "Cl", "Cl", "Cl", "Cl", "C", "Cl", "Cl", "Cl", "Cl", "C", "Cl", "Cl", "Cl", "Cl", "C", "Cl", "Cl", "Cl", "Cl", "C", "Cl", "Cl", "Cl", "Cl", "C", "Cl", "Cl", "Cl", "Cl", "C", "Cl", "Cl", "Cl", "Cl", "C", "Cl", "Cl", "Cl", "Cl", "C", "Cl", "Cl", "Cl", "Cl", "C", "Cl", "Cl", "Cl", "Cl", "C", "Cl", "Cl", "Cl", "Cl", "C", "Cl", "Cl", "Cl", "Cl", "C", "Cl", "Cl", "Cl", "Cl", "C", "Cl", "Cl", "Cl", "Cl"],
  "positions_angstrom": [[0.216, 4.520, 3.476], [0.700, 4.727, 2.046], [0.952, 5.831, 1.617], [0.843, 3.523, 1.335], [0.234, 3.583, 0.009], [2.562, 2.893, 1.337], [4.361, 2.209, 1.347], [5.117, 2.656, 0.160], [1.901, 1.371, 2.314], [1.150, 0.377, 1.645], [0.598, -0.743, 2.299], [0.845, -0.781, 3.698], [1.607, 0.233, 4.242], [2.127, 1.284, 3.630], [0.034, 5.469, 3.981], [0.973, 3.944, 4.003], [-0.681, 3.893, 3.473], [-0.264, 2.617, -0.172], [0.949, 3.716, -0.814], [-0.565, 4.330, 0.014], [2.356, 2.208, 0.057], [3.013, 4.088, 0.610], [2.809, 3.609, 2.585], [4.362, 1.114, 1.363], [4.892, 2.626, 2.210], [4.633, 2.351, -0.680], [5.110, 3.669, 0.130], [1.004, 0.528, 0.553], [0.000, -1.490, 1.809], [0.468, -1.587, 4.309], [1.805, 0.159, 5.316], [2.528, -4.813, 2.692], [3.108, -5.075, 4.341], [1.154, -5.885, 2.374], [2.023, -3.125, 2.533], [3.827, -5.163, 1.540], [3.101, 8.688, 0.161], [2.102, 9.264, -1.183], [2.379, 9.160, 1.717], [3.209, 6.936, 0.083], [4.716, 9.412, 0.036], [3.794, 6.605, 5.359], [2.729, 7.950, 4.926], [3.542, 5.270, 4.243], [5.484, 7.137, 5.264], [3.422, 6.077, 7.009], [-0.767, -1.185, -2.092], [0.472, -1.116, -3.349], [-1.551, -2.779, -2.138], [-0.012, -0.949, -0.513], [-1.976, 0.073, -2.370], [2.664, -4.414, -4.654], [4.086, -3.733, -5.452], [2.644, -3.919, -2.960], [1.206, -3.826, -5.466], [2.728, -6.187, -4.733], [-3.491, 2.261, 1.062], [-1.847, 1.708, 1.338], [-3.576, 3.146, -0.471], [-4.597, 0.882, 0.981], [-3.975, 3.335, 2.386], [-8.108, -0.557, -0.892], [-9.713, -1.299, -0.786], [-7.039, -1.298, 0.302], [-7.458, -0.776, -2.517], [-8.231, 1.172, -0.550], [-9.812, 2.641, 3.204], [-10.614, 4.205, 3.030], [-10.326, 1.569, 1.898], [-8.060, 2.857, 3.126], [-10.252, 1.928, 4.764], [7.394, -6.496, -6.664], [7.465, -6.110, -8.390], [5.715, -6.763, -6.189], [8.340, -7.956, -6.352], [8.060, -5.151, -5.735], [2.071, -9.681, -7.446], [2.178, -9.977, -9.184], [0.510, -8.943, -7.068], [2.235, -11.219, -6.576], [3.379, -8.603, -6.948], [11.270, -6.099, -10.996], [12.653, -6.895, -10.230], [10.991, -6.811, -12.591], [9.833, -6.319, -9.987], [11.609, -4.376, -11.170], [7.087, -3.168, 4.697], [8.045, -1.709, 4.973], [7.959, -4.251, 3.602], [6.806, -3.989, 6.239], [5.534, -2.733, 3.993], [-14.616, 4.729, 3.155], [-14.672, 6.280, 3.998], [-16.261, 4.130, 2.903], [-13.823, 4.939, 1.589], [-13.710, 3.570, 4.132], [-1.785, 10.324, -0.232], [-0.246, 9.937, 0.530], [-3.088, 9.418, 0.550], [-2.108, 12.061, -0.083], [-1.719, 9.889, -1.948], [-2.536, -12.013, -6.514], [-3.004, -13.704, -6.278], [-3.505, -11.313, -7.815], [-2.815, -11.111, -5.020], [-0.825, -11.926, -6.939], [-5.514, -3.129, -10.692], [-3.858, -3.723, -10.538], [-5.586, -1.911, -11.971], [-6.591, -4.471, -11.096], [-6.023, -2.407, -9.163], [-0.391, 3.898, 7.459], [0.580, 5.304, 7.918], [0.435, 2.985, 6.202], [-0.647, 2.868, 8.881], [-1.958, 4.446, 6.843], [-13.319, 6.874, 8.054], [-12.174, 8.063, 8.684], [-12.617, 6.059, 6.656], [-13.684, 5.684, 9.310], [-14.811, 7.693, 7.570], [5.618, -2.441, 9.892], [5.073, -4.109, 10.124], [4.700, -1.700, 8.580], [5.363, -1.526, 11.384], [7.338, -2.438, 9.485], [-0.884, -2.686, 7.429], [-2.422, -3.474, 7.808], [0.288, -3.033, 8.708], [-0.270, -3.299, 5.891], [-1.125, -0.941, 7.308], [-9.578, -2.059, -5.786], [-9.084, -2.908, -4.319], [-11.015, -2.835, -6.464], [-9.950, -0.376, -5.388], [-8.268, -2.097, -6.972], [14.466, -1.876, -8.789], [14.577, -1.609, -7.047], [13.047, -1.034, -9.426], [15.922, -1.253, -9.576], [14.314, -3.605, -9.115]],
  "forces_ev_per_a": [[0.09, -0.02, -0.51], [0.13, -0.40, 0.86], [-0.44, 0.15, -0.29], [-0.78, 0.61, -0.57], [-0.06, -0.63, 0.02], [1.32, -0.47, 0.57], [-0.11, 0.77, -0.61], [0.19, -0.34, 0.01], [-0.22, -0.23, -0.16], [-0.18, -0.28, -0.54], [0.92, 2.04, 1.32], [-0.38, 0.07, -1.44], [-0.11, -0.60, 1.41], [-0.06, 0.12, -0.54], [0.07, -0.04, 0.00], [0.11, 0.09, -0.17], [0.01, 0.14, -0.05], [0.35, 0.37, -0.27], [-0.03, 0.43, 0.10], [0.22, 0.14, -0.31], [-0.38, -0.17, -0.02], [-0.07, 0.01, -0.12], [-0.32, -0.17, 0.28], [0.06, 0.09, 0.15], [-0.14, -0.36, 0.14], [-0.07, 0.03, 0.01], [-0.06, 0.02, 0.00], [0.46, 0.26, 1.39], [-0.12, -0.08, 0.04], [0.09, 0.27, -0.03], [0.02, 0.13, -0.10], [0.07, 0.13, -0.09], [-0.09, -0.19, 0.04], [0.02, 0.04, 0.00], [0.31, -0.69, -0.02], [-0.05, -0.02, 0.05], [0.04, -0.39, -0.05], [0.58, -0.06, -0.29], [0.28, -0.02, -0.18], [0.14, 0.21, 0.02], [-0.01, 0.05, 0.03], [0.04, -0.12, -0.17], [0.01, -0.01, 0.14], [-0.05, 0.04, 0.02], [-0.02, 0.07, 0.08], [0.44, 0.14, -0.09], [0.03, -0.15, 0.13], [-0.09, 0.13, 0.01], [-0.01, 0.03, -0.04], [-0.66, -0.55, -1.47], [0.04, -0.03, 0.05], [0.00, 0.05, 0.14], [-0.04, 0.01, 0.02], [0.02, -0.04, -0.05], [0.08, -0.17, 0.01], [-0.12, 0.19, -0.02], [0.22, -0.06, -0.01], [-0.45, -0.20, 0.39], [0.00, 0.03, 0.02], [-0.04, 0.03, 0.02], [-0.06, 0.00, -0.02], [0.11, 0.25, 0.02], [0.01, 0.00, -0.02], [-0.06, -0.15, -0.06], [0.16, 0.08, 0.23], [0.11, -0.05, -0.20], [0.07, 0.00, -0.01], [0.23, 0.05, -0.06], [-0.19, 0.05, 0.22], [-0.05, -0.02, -0.01], [-0.01, 0.02, -0.01], [0.01, -0.04, 0.05], [-0.51, 0.03, 0.31], [0.28, 0.13, 0.06], [-0.01, 0.03, -0.03], [-0.03, -0.02, -0.03], [-0.02, 0.04, 0.07], [-0.01, -0.01, 0.04], [0.23, 0.19, 0.00], [0.12, 0.09, -0.05], [-0.16, -0.27, -0.22], [-0.06, 0.00, -0.04], [-0.01, 0.01, -0.01], [0.02, 0.01, 0.04], [0.57, 0.01, -0.29], [-0.08, -0.04, -0.05], [-0.10, 0.07, -0.01], [-0.01, -0.05, 0.01], [-0.02, 0.01, 0.02], [0.05, -0.07, 0.01], [0.11, 0.16, -0.07], [0.01, -0.01, 0.03], [-0.11, 0.00, -0.15], [0.02, 0.01, 0.00], [-0.03, -0.01, 0.03], [-0.20, -0.04, 0.01], [0.11, -0.07, 0.13], [-0.96, 0.25, 0.25], [0.01, 0.03, -0.04], [-0.02, 0.00, -0.02], [-0.01, 0.01, 0.00], [0.03, -0.04, -0.03], [0.00, 0.03, 0.00], [-0.01, 0.01, 0.00], [0.01, -0.01, -0.03], [-0.32, -0.29, 0.06], [0.01, -0.01, -0.03], [-0.04, 0.00, 0.00], [0.00, -0.02, 0.03], [0.02, 0.02, 0.01], [0.14, 0.01, -0.10], [0.03, -0.02, -0.08], [-0.42, -0.20, 0.05], [0.02, -0.17, 0.47], [-0.02, 0.00, 0.00], [-0.02, 0.01, 0.03], [0.06, -0.02, -0.02], [-0.03, -0.02, -0.01], [0.09, 0.00, 0.17], [0.00, 0.02, -0.02], [0.01, -0.01, 0.00], [-0.03, 0.07, -0.10], [0.01, 0.01, 0.00], [0.03, -0.03, 0.04], [0.01, -0.03, -0.02], [-0.02, 0.01, 0.06], [0.02, 0.11, -0.03], [0.02, 0.00, 0.00], [-0.01, 0.00, -0.01], [-0.06, -0.25, 0.17], [0.03, -0.04, 0.00], [-0.01, 0.08, 0.10], [-0.13, -0.19, -0.25], [0.04, 0.01, -0.01], [-0.02, -0.03, 0.00], [-0.17, -0.07, 0.09], [0.00, -0.02, 0.03], [-0.01, 0.00, -0.04], [0.02, -0.01, 0.00], [-0.03, -0.01, 0.01], [0.07, 0.03, 0.06]],
  "mulliken_charge": [-0.430, 0.080, -0.528, 0.816, -0.993, 2.027, -0.771, -0.721, -0.955, 0.334, -0.776, 0.265, -0.672, -0.299, 0.381, -0.158, 0.211, 0.133, 0.274, 0.310, 0.137, -0.409, -1.301, 0.299, 0.318, 0.310, 0.261, 0.190, 0.639, 0.000, 0.537, 0.163, -0.068, -0.131, 0.078, -0.092, 0.265, -0.111, -0.109, -0.045, -0.127, 0.279, -0.108, -0.010, -0.135, -0.117, 0.260, -0.089, -0.156, 0.010, -0.088, 0.295, -0.094, -0.032, -0.090, -0.077, 0.011, 0.186, -0.128, -0.016, -0.125, 0.326, -0.117, -0.090, -0.058, -0.062, 0.241, -0.050, -0.052, -0.027, -0.112, 0.276, -0.110, 0.079, -0.120, -0.097, 0.260, -0.102, -0.066, -0.114, 0.002, 0.308, -0.114, -0.107, -0.028, -0.069, 0.268, -0.108, -0.114, -0.072, 0.047, 0.319, -0.072, -0.107, -0.093, -0.058, 0.274, 0.039, -0.104, -0.121, -0.123, 0.318, -0.107, -0.102, -0.100, -0.023, 0.353, -0.095, -0.101, -0.106, -0.046, 0.220, -0.090, 0.125, -0.128, -0.108, 0.328, -0.099, -0.018, -0.102, -0.110, 0.285, -0.102, 0.002, -0.111, -0.086, 0.248, -0.118, -0.097, -0.063, -0.039, 0.311, -0.067, -0.106, -0.088, -0.064, 0.347, -0.094, -0.101, -0.101, -0.051]
}